# 1
43
Properties=species:S:1:pos:R:3 method="wB97M-V/def2-TZVPD" smiles="COC(=O)COc1ccc(S(=O)(=O)N2CCCCCC2)cc1"
C -3.22169 -1.90043 -0.04551
H -3.78393 -2.46775 -0.78800
H -2.15685 -2.10334 -0.14862
H -3.56965 -2.15750 0.95645
O -3.41490 -0.51169 -0.28664
C -4.18312 0.16560 0.55789
O -4.74221 -0.29683 1.51598
C -4.28819 1.63740 0.15689
O -3.29475 2.06572 -0.73660
C -1.99346 2.01523 -0.34386
C -1.56020 1.66561 0.93333
C -0.20409 1.63713 1.21274
C 0.71249 1.95172 0.23032
C 0.29200 2.32067 -1.03600
C -1.05582 2.35667 -1.32311
H -1.41613 2.63870 -2.29915
H 1.03360 2.57844 -1.77473
S 2.46128 1.77694 0.56818
O 3.18335 2.56241 -0.39128
O 2.67675 2.00052 1.96790
N 2.73221 0.17571 0.25732
C 2.77495 -0.75578 1.35871
H 3.78179 -0.77315 1.80163
C 2.39636 -2.17296 0.93817
H 3.16482 -2.56467 0.27165
C 1.03247 -2.27913 0.25697
H 0.90150 -3.31843 -0.05615
C 0.85842 -1.35686 -0.95774
C 2.13907 -1.15294 -1.76717
H 2.58597 -2.12429 -1.98409
C 3.16716 -0.24537 -1.04531
H 4.13502 -0.75422 -0.96325
H 3.32649 0.67499 -1.60751
H 1.87131 -0.69778 -2.72168
H 0.09697 -1.78438 -1.61497
H 0.49550 -0.38258 -0.63198
H 0.24931 -2.05351 0.98458
H 2.39349 -2.79856 1.83335
H 2.08734 -0.38002 2.11757
H 0.15299 1.38044 2.19731
H -2.26182 1.41077 1.71242
H -5.23562 1.77073 -0.37565
H -4.32016 2.24675 1.06966

=====

# 2
43
Properties=species:S:1:pos:R:3 method="wB97M-V/def2-TZVPD" smiles="CCC1=CC(=O)C=C(N(C)C(C)=O)C1=O.O=S1(=O)CCCC1"
C 3.66258 -3.70965 1.97260
C 2.85072 -3.33783 0.59894
C 1.67330 -2.21224 0.76171
C 1.34075 -1.41454 -0.48633
C 0.12003 -0.27237 -0.45445
O 0.14838 0.80929 -1.23718
C -1.12844 -0.64250 0.59450
C -0.78984 -1.43611 1.84382
N -1.95657 -1.78721 2.73487
C -1.71563 -1.46820 4.19194
C -2.48218 -3.18573 2.50960
C -2.08540 -4.20292 1.28741
O -3.41739 -3.63426 3.39109
C 0.79110 -1.88988 2.10473
O 1.34847 -1.95046 3.34668
H 3.98028 -2.70577 2.48771
H 2.90283 -4.26625 2.68552
H 4.61355 -4.40638 1.78736
H 2.45481 -4.33825 0.09979
H 3.65312 -2.90359 -0.16966
H 1.90578 -1.58684 -1.49805
H -2.25107 -0.35657 0.40052
H -2.71753 -1.43558 4.83856
H -0.99777 -2.29191 4.66233
H -1.18638 -0.43183 4.35649
H -2.03071 -5.29797 1.75636
H -2.88474 -4.12852 0.42177
H -1.04124 -4.01089 0.79542
C 0.30134 3.56521 -2.51216
C 0.56592 5.04374 -2.23191
C 0.02080 5.83978 -3.41649
S -1.31481 4.86900 -4.09866
O -0.93817 4.43752 -5.42836
O -2.57414 5.53258 -3.82625
C -1.14210 3.48723 -2.98668
H 0.46646 2.94769 -1.62444
H 0.97582 3.21204 -3.30133
H 0.04177 5.34069 -1.31538
H 1.63138 5.24239 -2.07952
H -0.36160 6.81482 -3.10409
H 0.77810 5.96843 -4.19470
H -1.37328 2.55678 -3.50801
H -1.83832 3.63709 -2.15610

=====

Number 1: HOMO-LUMO gap 9.44 eV. Number 2: HOMO-LUMO gap 7.54 eV.